C12H29Cl2O2P2Tl as an isolated structure. Source: the Open Molecules 2025 dataset; level of theory: ωB97M-V/def2-TZVPD.

## Properties
highest occupied orbital energy: -0.578 Ha
E_tot: -65308.483 eV
energy above the lowest of the compared OMol25 structures with the same formula, charge and spin: 0.921 eV
LUMO: -9.04 eV
Kohn-Sham gap: 6.70 eV
multiplicity: 1
M: 542.60 g mol⁻¹
total charge: +2

The geometry in XYZ format:
```
48
Properties=species:S:1:pos:R:3:forces:R:3:mulliken_charge:R:1
Tl 1.660460 0.167186 0.181105 -0.6951 -0.5766 -0.6837 0.85
Cl 3.230011 0.227827 2.100067 -0.9027 0.0235 -1.2834 -0.34
Cl 1.711465 -0.338968 -2.908169 1.2142 0.0664 1.6971 -0.45
P 0.927344 -2.507187 -0.475528 1.9587 -1.0318 1.3807 0.61
P 0.675346 2.611764 -0.696578 1.2982 1.4532 1.9409 0.88
O -0.950081 0.070431 1.318522 1.1064 -0.0350 0.9611 0.15
O -1.623058 -0.644397 -1.288870 3.8604 0.8689 -5.3656 -0.17
C -0.792565 -0.088415 -3.635484 -0.1996 0.6482 -0.7841 -1.41
C -1.542129 -0.365793 3.606700 0.7731 0.0736 0.3592 -0.69
C 2.541289 -3.246633 0.099303 -0.1448 0.6258 -0.2347 -1.22
C 0.658935 -3.427734 -2.016630 -0.1878 0.9466 -0.7339 -1.24
C 2.270803 3.472261 -0.264607 0.0066 -0.5447 -0.3348 -1.32
C -0.376024 -0.040903 2.672954 0.7058 0.0301 -0.2791 -0.35
C -2.376323 0.150211 1.425032 -0.4032 0.1094 -0.3738 -0.50
C -2.732727 0.262453 2.899245 -0.2168 0.1596 -0.0537 -0.67
C -0.470999 3.330490 0.541629 -0.2426 -0.6902 -0.0800 -1.19
C 0.187467 3.389881 -2.253305 -0.1365 -1.0784 -0.6407 -1.29
C -0.242272 -3.275397 0.651945 -0.4213 0.5267 0.2279 -1.19
C -1.034978 -0.443603 -2.295041 -3.7993 -0.7806 4.9422 0.99
H -1.241849 -2.941296 0.398888 -0.3033 -0.0009 0.0792 0.28
H 0.437892 -0.815685 2.638712 -0.8324 0.4242 0.1053 0.22
H -2.803586 -0.736167 0.961275 -0.0655 -0.2212 0.0827 0.30
H 2.676021 -3.031852 1.175918 -0.0200 -0.1649 -0.5066 0.39
H -1.648590 -1.446029 3.682157 -0.0868 -0.0646 0.0643 0.31
H 0.150826 0.908089 2.940452 -0.5671 -0.4299 -0.2072 0.22
H 3.088057 2.923694 -0.771804 -0.2230 0.4614 0.2456 0.41
H 0.931623 -4.473786 -1.898012 0.0590 -0.0184 0.3591 0.47
H -0.112306 0.765436 -3.632042 -0.0020 -0.1532 -0.1131 0.30
H 2.257589 4.517235 -0.618794 -0.0372 -0.4379 0.2026 0.41
H 1.260660 -2.984488 -2.808370 0.0337 -0.1109 -0.0175 0.38
H -1.341809 0.038518 4.619661 -0.2850 -0.2725 -0.5933 0.36
H -3.681218 -0.238396 3.116372 0.2183 0.0965 0.0117 0.37
H -0.028608 -2.986326 1.676533 0.0051 0.0474 0.1255 0.31
H -0.838334 3.126752 -2.494742 -0.1911 0.0297 -0.0337 0.39
H -0.185195 3.006163 1.549337 -0.0297 0.0907 -0.2271 0.25
H -0.387934 -3.380074 -2.307005 -0.1638 -0.0260 -0.0592 0.40
H 2.440408 3.435486 0.828521 -0.1229 -0.0038 -0.5400 0.39
H -1.678523 0.171300 -4.157949 -1.5774 0.1228 -0.1441 0.43
H 3.361899 -2.768253 -0.467693 -0.2729 -0.3463 0.2791 0.39
H 0.825390 3.026859 -3.053725 0.1545 0.0050 -0.1679 0.39
H -0.472668 4.423539 0.490468 0.1615 -0.1430 -0.1185 0.52
H -2.836475 1.308557 3.178024 -0.0102 0.0831 0.0616 0.28
H 2.540121 -4.334261 -0.095173 -0.0187 0.5152 0.1725 0.43
H -0.312576 -0.904200 -4.143942 0.3769 -0.3483 -0.2325 0.46
H -2.703498 1.005119 0.828647 -0.1057 0.0553 0.1342 0.25
H 0.270270 4.471427 -2.213278 0.1054 0.1273 0.3926 0.46
H -1.482593 2.965255 0.338417 0.0749 0.1089 0.1176 0.28
H -0.206949 -4.356079 0.576879 0.1515 -0.2203 -0.1348 0.50
```
Forces are in eV/Å.

---

C34H27ClCsN2O7PS2 as an isolated structure. Source: the Open Molecules 2025 dataset; level of theory: ωB97M-V/def2-TZVPD.

## Properties
highest occupied orbital energy: -0.071 Ha
E_tot: -97041.619 eV
energy above the lowest of the compared OMol25 structures with the same formula, charge and spin: 0.634 eV
LUMO: 3.74 eV
Kohn-Sham gap: 5.67 eV
multiplicity: 1
M: 839.06 g mol⁻¹
total charge: -2

The geometry in XYZ format:
```
75
Properties=species:S:1:pos:R:3:forces:R:3:mulliken_charge:R:1
Cs 0.570692 1.393607 -1.524346 -0.5720 0.5620 -0.2681 1.27
Cl 0.647431 -2.086876 -1.386869 0.1397 -0.0903 0.1062 -0.05
S -1.679086 3.373408 1.938960 -0.0384 -0.0103 -0.0180 1.20
S 3.494783 3.201685 -1.961953 0.1178 0.0167 -0.0267 1.20
P -2.391714 -1.994826 -1.979297 -0.0283 -0.0078 0.0234 0.14
O 2.190240 3.867125 -1.888507 0.0904 0.0553 -0.0254 -0.84
O 1.550574 0.607650 -3.849048 0.3291 -0.2254 -0.4698 -0.85
O -1.212959 4.680610 1.550859 0.0031 0.0016 0.0025 -0.72
O -0.203142 0.214507 0.870949 -0.0671 -0.1502 0.4903 -0.83
O 2.998001 -1.077084 -4.190079 0.0128 0.0088 -0.0308 -0.80
O -3.070616 3.286421 2.335609 -0.0028 -0.0079 0.0075 -0.73
O 4.412699 3.779072 -2.939560 0.0168 0.0047 0.0208 -0.82
N 3.411564 1.670747 -1.929445 0.1741 0.0182 -0.0893 -0.34
N -1.299768 2.234630 0.870577 -0.1625 -0.0527 0.2175 -0.36
C -4.316643 -2.497206 -3.898203 -0.0029 -0.0067 -0.0009 -0.19
C 0.712377 -4.669132 -2.116539 0.0027 0.0037 -0.0038 -0.86
C 0.125338 -5.856517 -2.522929 0.0042 -0.0069 0.0023 -0.33
C -5.540425 -2.899797 -4.411567 0.0015 0.0011 0.0016 -0.59
C 2.678683 0.051551 -3.759240 0.1172 -0.0950 -0.1096 0.40
C 3.908935 4.141178 1.976104 0.0025 0.0035 -0.0074 -0.73
C 3.820523 0.845191 -3.056253 0.0650 -0.0170 0.0094 -0.44
C 6.096029 3.705470 1.118521 0.0008 0.0026 0.0021 -0.66
C -0.553198 1.257621 1.420330 -0.0610 -0.0907 0.2745 0.22
C 5.861950 4.309827 3.559176 -0.0029 -0.0037 -0.0055 -1.39
C -1.464529 -3.580226 -2.130013 0.0354 0.0133 -0.0070 -0.22
C -2.418754 -2.890236 0.735192 0.0046 -0.0169 0.0083 -0.14
C -3.121114 -1.469085 2.546525 0.0153 0.0008 -0.0103 -0.46
C -2.645490 -2.691144 2.089570 -0.0020 -0.0142 0.0088 -0.76
C -4.057850 -2.558324 -2.528251 0.0078 -0.0019 -0.0148 -0.32
C 5.277676 4.038850 2.196274 0.0072 -0.0069 0.0007 0.93
C -3.109388 -0.633355 0.298936 0.0010 -0.0167 -0.0409 -0.49
C 0.404317 2.519856 5.368390 0.0002 0.0011 -0.0003 -0.42
C -1.245518 -5.919942 -2.724808 -0.0067 -0.0028 0.0027 -0.85
C 4.193330 3.579718 -0.346418 -0.0129 -0.0030 0.0017 -0.15
C -2.027727 -4.789633 -2.532941 -0.0001 0.0022 0.0114 -0.02
C -0.081955 -3.551466 -1.915960 -0.1549 0.0548 -0.0684 0.69
C 0.962429 1.317793 4.935701 -0.0056 -0.0061 -0.0052 -0.65
C -2.655172 -1.863051 -0.173276 0.0017 0.0237 0.0076 0.74
C -6.297972 -3.397970 -2.189342 -0.0030 -0.0024 -0.0062 -0.70
C -0.433828 3.256808 4.538726 0.0001 0.0072 0.0050 -0.65
C -0.682657 2.751143 3.278391 -0.0023 -0.0097 -0.0047 -0.03
C -0.134644 1.566146 2.842152 -0.0187 0.0176 0.0013 0.63
C 3.369244 3.924208 0.714581 -0.0076 -0.0083 0.0066 -0.60
C 5.561761 3.473960 -0.139779 -0.0072 0.0096 -0.0063 -0.51
C 0.695476 0.826005 3.663601 0.0080 0.0005 -0.0051 -0.36
C -6.536546 -3.350855 -3.555606 -0.0029 -0.0029 0.0043 -0.39
C -3.356331 -0.437414 1.649340 0.0305 -0.0014 0.0113 -0.52
C -5.066376 -3.007559 -1.679376 0.0009 0.0054 0.0000 0.05
H 6.195562 3.205490 -0.975983 0.0021 -0.0021 0.0004 0.39
H -4.887360 -3.045101 -0.611774 -0.0035 -0.0040 -0.0007 0.36
H -7.498285 -3.654205 -3.951454 0.0001 -0.0015 0.0003 0.36
H 6.809748 3.785463 3.693818 0.0004 -0.0009 -0.0005 0.35
H -2.040406 -3.844275 0.386310 -0.0005 0.0024 0.0006 0.37
H 1.619320 0.768378 5.599324 -0.0002 -0.0013 -0.0007 0.40
H -7.074402 -3.739191 -1.515045 0.0010 -0.0006 0.0024 0.38
H -3.672656 0.536344 2.001107 -0.0123 0.0480 -0.0155 0.41
H 7.167702 3.618658 1.272319 0.0002 -0.0012 -0.0020 0.29
H 3.249949 4.393808 2.801191 -0.0016 -0.0007 -0.0021 0.40
H -0.867531 4.194107 4.862806 0.0006 -0.0010 -0.0010 0.43
H -3.232765 0.195568 -0.388872 0.0053 0.0104 0.0188 0.31
H -3.545444 -2.125184 -4.564052 -0.0027 -0.0032 -0.0022 0.40
H 5.181144 3.988573 4.349387 0.0002 0.0006 -0.0006 0.35
H 1.780491 -4.585959 -1.971025 0.0003 0.0010 0.0027 0.44
H -3.278855 -1.308986 3.606285 -0.0055 -0.0041 0.0041 0.36
H -3.095014 -4.847546 -2.703762 -0.0058 -0.0010 -0.0058 0.30
H -5.721208 -2.848097 -5.478306 0.0013 -0.0010 0.0003 0.38
H 2.305084 4.025314 0.541108 -0.0015 -0.0019 -0.0006 0.81
H -1.708653 -6.846861 -3.040057 -0.0019 0.0000 -0.0032 0.37
H 0.632640 2.886945 6.362049 0.0006 -0.0015 -0.0006 0.40
H 1.123316 -0.098982 3.298715 0.0003 -0.0006 0.0022 0.50
H 6.052310 5.377105 3.705264 0.0015 -0.0010 -0.0007 0.27
H 4.540425 0.095371 -2.716809 0.0094 0.0083 0.0026 0.26
H -2.436876 -3.489814 2.791728 -0.0034 -0.0038 0.0000 0.38
H 4.316622 1.439410 -3.834006 -0.0117 0.0047 -0.0024 0.29
H 0.744469 -6.729398 -2.689147 -0.0012 -0.0001 0.0009 0.34
```
Forces are in eV/Å.